# 1
{
  "formula": "C21H34BF13N2NbO9",
  "method": "ωB97M-V/def2-TZVPD",
  "symbols": ["C", "N", "C", "B", "O", "Nb", "C", "C", "O", "C", "C", "C", "N", "O", "C", "F", "F", "C", "F", "F", "H", "H", "H", "H", "H", "H", "H", "H", "H", "H", "H", "H", "H", "H", "H", "H", "H", "H", "H", "C", "C", "O", "C", "O", "C", "F", "F", "F", "H", "H", "H", "H", "H", "C", "C", "O", "C", "O", "C", "F", "F", "F", "H", "H", "H", "H", "H", "C", "C", "O", "C", "O", "C", "F", "F", "F", "H", "H", "H", "H", "H"],
  "coordinates": [[-3.653, 3.269, -0.662], [-2.350, 2.669, -0.926], [-1.547, 3.386, -1.905], [-1.631, 2.151, 0.228], [-0.403, 2.748, 0.556], [-2.370, 0.302, 1.495], [-3.421, -0.777, -0.209], [-2.881, -0.646, -1.550], [-2.150, -1.468, -2.108], [-3.298, -0.908, 3.204], [-2.890, -0.542, 4.625], [-1.655, -1.246, 5.103], [-0.874, -0.509, 5.997], [-1.371, -2.383, 4.787], [-0.395, -0.893, 1.277], [0.408, -0.239, 0.340], [0.358, -0.949, 2.436], [-0.478, -2.326, 0.758], [-0.947, -3.162, 1.721], [0.784, -2.775, 0.415], [-3.635, 4.346, -0.806], [-4.415, 2.846, -1.321], [-3.966, 3.014, 0.342], [-0.492, 3.186, -1.785], [-1.818, 3.059, -2.912], [-1.733, 4.459, -1.884], [-0.527, 3.357, 1.282], [-1.567, 1.252, 2.832], [-3.828, 1.390, 1.748], [-3.494, -1.828, 0.073], [-4.436, -0.377, -0.205], [-3.155, 0.261, -2.109], [-3.177, -1.965, 2.972], [-4.364, -0.690, 3.134], [-2.758, 0.526, 4.735], [-3.668, -0.812, 5.345], [-0.571, 0.366, 5.594], [-0.091, -1.077, 6.287], [-1.090, -2.420, -0.136], [3.059, 0.366, -0.927], [4.362, 0.549, -1.670], [4.236, 1.512, -2.746], [4.314, 2.777, -2.392], [4.476, 3.209, -1.291], [4.205, 3.670, -3.641], [3.223, 3.271, -4.447], [5.353, 3.625, -4.331], [3.980, 4.931, -3.298], [2.260, 0.083, -1.612], [3.159, -0.415, -0.176], [2.752, 1.282, -0.425], [4.665, -0.375, -2.156], [5.167, 0.859, -1.004], [-2.497, -4.452, -2.901], [-2.633, -4.175, -4.377], [-1.817, -5.076, -5.168], [-2.325, -6.263, -5.412], [-3.385, -6.691, -5.069], [-1.344, -7.065, -6.288], [-0.091, -6.962, -5.846], [-1.379, -6.608, -7.546], [-1.675, -8.350, -6.307], [-1.451, -4.405, -2.600], [-3.049, -3.707, -2.336], [-2.875, -5.444, -2.644], [-2.264, -3.179, -4.605], [-3.668, -4.238, -4.709], [5.133, 3.236, 1.805], [5.226, 2.279, 2.972], [4.281, 2.619, 4.005], [3.040, 2.189, 3.793], [2.654, 1.562, 2.861], [2.159, 2.599, 4.987], [2.391, 3.867, 5.344], [2.437, 1.822, 6.044], [0.873, 2.477, 4.710], [5.267, 4.265, 2.142], [5.899, 3.007, 1.065], [4.163, 3.169, 1.318], [6.204, 2.337, 3.446], [5.066, 1.248, 2.657]],
  "forces_ev_per_a": [[-0.33, -1.17, -0.47], [1.00, 0.36, 0.74], [-0.60, -0.25, -0.63], [-0.79, 1.35, 1.04], [0.28, -0.31, -0.89], [-0.87, -2.22, -0.10], [-0.29, -0.11, -0.87], [0.40, -0.74, -0.39], [-0.24, 0.43, 0.26], [-0.24, 1.90, 0.12], [-0.14, -0.28, 0.01], [0.24, -0.19, -0.34], [0.06, -0.33, -0.08], [-0.22, 0.05, 0.43], [0.41, -0.16, 0.29], [0.02, 0.09, -0.19], [0.11, -0.03, -0.04], [0.52, -0.10, -0.22], [-0.09, 0.12, -0.03], [-0.14, -0.08, 0.16], [0.13, 0.25, 0.07], [-0.17, 0.15, -0.27], [-0.04, 0.13, 0.24], [0.21, 0.01, 0.21], [-0.06, -0.03, -0.17], [0.14, 0.27, 0.20], [0.07, -0.17, 0.48], [0.17, 0.16, -0.20], [0.19, 0.29, 0.14], [0.30, -0.20, 0.23], [-0.06, 0.42, 0.26], [-0.04, 0.21, 0.08], [0.44, -0.17, -0.10], [-0.21, -0.04, -0.21], [0.01, 0.24, -0.02], [-0.06, -0.17, 0.20], [-0.14, 0.25, 0.13], [0.25, 0.06, -0.05], [-0.12, 0.06, -0.11], [-0.08, 0.27, -0.13], [-0.05, -0.46, 0.34], [0.08, -0.02, -0.13], [-0.08, -0.33, 0.00], [0.10, 0.31, 0.12], [-0.06, 0.01, 0.08], [-0.13, -0.04, -0.13], [0.17, -0.02, -0.10], [-0.02, 0.21, 0.06], [0.02, -0.10, 0.01], [-0.01, -0.02, 0.00], [0.03, -0.03, 0.08], [-0.01, 0.07, -0.16], [-0.01, 0.15, -0.04], [0.08, -0.47, 0.04], [-0.20, 0.48, 0.30], [0.07, 0.05, -0.09], [0.07, 0.26, 0.06], [-0.22, -0.21, 0.01], [-0.03, -0.04, 0.08], [0.19, 0.00, 0.04], [0.00, 0.08, -0.19], [-0.06, -0.21, -0.02], [0.00, 0.15, 0.03], [0.05, 0.09, 0.00], [-0.07, 0.01, -0.08], [0.13, -0.05, -0.07], [0.02, -0.18, -0.06], [-0.21, 0.10, 0.14], [0.39, -0.02, -0.30], [0.01, -0.01, 0.13], [0.28, 0.09, 0.03], [-0.27, -0.14, -0.15], [0.00, 0.06, 0.04], [0.02, 0.16, 0.04], [0.05, -0.12, 0.12], [-0.20, -0.09, -0.13], [0.09, -0.02, 0.02], [0.00, -0.02, -0.02], [0.02, -0.08, -0.07], [-0.07, 0.06, 0.14], [-0.15, 0.00, 0.02]],
  "lowdin_charge": [-0.111, -0.166, -0.094, -0.628, 0.014, 1.476, -0.285, -0.394, -0.061, -0.322, -0.257, -0.558, 0.136, 0.054, -0.479, -0.038, -0.017, -0.352, 0.053, 0.030, 0.076, 0.075, 0.022, 0.073, 0.079, 0.076, 0.077, -0.060, -0.081, 0.057, 0.047, 0.099, 0.042, 0.021, 0.070, 0.110, 0.072, 0.088, 0.118, -0.055, -0.182, 0.042, -0.406, 0.159, -0.559, 0.174, 0.161, 0.174, 0.087, 0.089, 0.078, 0.123, 0.118, -0.063, -0.180, 0.040, -0.420, 0.166, -0.559, 0.170, 0.162, 0.169, 0.088, 0.065, 0.079, 0.124, 0.124, -0.064, -0.197, 0.026, -0.400, 0.191, -0.554, 0.161, 0.160, 0.174, 0.084, 0.076, 0.068, 0.121, 0.124],
  "total_charge": -1,
  "energy_ha": -2987.3133
}


# 2
{
  "formula": "C21H34BrCl2N2O11",
  "method": "ωB97M-V/def2-TZVPD",
  "symbols": ["C", "C", "O", "N", "C", "C", "C", "C", "C", "C", "O", "O", "C", "Cl", "C", "C", "Cl", "N", "Br", "C", "C", "O", "O", "H", "H", "H", "H", "H", "H", "H", "H", "H", "H", "H", "H", "H", "H", "H", "H", "H", "H", "C", "C", "O", "C", "O", "O", "C", "H", "H", "H", "H", "H", "H", "H", "H", "C", "C", "O", "C", "O", "O", "C", "H", "H", "H", "H", "H", "H", "H", "H"],
  "coordinates": [[-7.265, -0.419, 2.123], [-7.841, 1.014, 1.942], [-8.984, 1.191, 1.637], [-6.901, 2.071, 2.190], [-6.214, 2.378, 0.888], [-4.748, 1.822, 0.813], [-3.793, 2.870, 0.166], [-2.299, 2.378, 0.281], [-1.257, 3.517, 0.102], [-1.859, 4.434, -1.080], [-1.914, 5.652, -0.891], [-2.222, 3.916, -2.164], [0.125, 3.024, -0.484], [0.794, 3.852, -1.923], [0.885, 2.047, 0.012], [2.250, 1.653, -0.602], [0.402, 1.128, 1.456], [-1.065, 4.434, 1.257], [0.587, 5.298, 1.286], [-1.429, 3.913, 2.570], [-2.894, 4.272, 2.998], [-3.721, 3.478, 3.271], [-3.140, 5.650, 3.079], [-7.637, -0.779, 3.100], [-6.157, -0.390, 2.122], [-7.599, -1.058, 1.281], [-7.432, 2.918, 2.403], [-6.147, 3.477, 0.744], [-6.778, 1.974, 0.020], [-4.784, 0.925, 0.146], [-4.379, 1.463, 1.798], [-4.044, 2.890, -0.917], [-3.936, 3.907, 0.528], [-2.166, 1.711, -0.600], [-2.152, 1.726, 1.162], [2.114, 0.969, -1.462], [2.832, 1.133, 0.193], [2.828, 2.559, -0.859], [-1.235, 2.839, 2.752], [-0.798, 4.459, 3.313], [-2.685, 5.935, 3.890], [4.272, -5.192, 0.471], [4.243, -5.095, 1.983], [4.289, -3.731, 2.412], [3.130, -3.065, 2.328], [2.082, -3.519, 1.944], [3.341, -1.810, 2.724], [2.195, -0.956, 2.601], [5.127, -4.646, 0.068], [4.334, -6.234, 0.152], [3.376, -4.751, 0.032], [5.127, -5.580, 2.398], [3.371, -5.601, 2.400], [1.326, -1.388, 3.097], [1.984, -0.772, 1.554], [2.434, -0.011, 3.081], [6.231, -2.727, -6.042], [6.372, -2.664, -4.534], [5.091, -2.642, -3.894], [4.474, -3.822, -3.801], [4.903, -4.880, -4.188], [3.289, -3.625, -3.218], [2.481, -4.798, -3.129], [5.589, -1.920, -6.399], [7.206, -2.645, -6.523], [5.771, -3.665, -6.354], [6.873, -1.737, -4.253], [6.978, -3.488, -4.153], [3.022, -5.618, -2.658], [2.134, -5.090, -4.121], [1.615, -4.560, -2.515]],
  "forces_ev_per_a": [[0.31, 0.76, -0.55], [1.39, -0.66, 0.43], [-0.81, 0.20, 0.13], [-0.80, 0.18, -0.82], [1.40, -0.20, -0.14], [-0.27, 0.04, -0.35], [0.18, -0.95, -0.24], [-0.48, -0.16, -0.56], [0.52, 0.62, -2.07], [-0.69, 1.25, -1.81], [0.41, 0.37, 1.31], [0.38, -1.65, 0.85], [-0.67, -0.26, 0.44], [-0.48, -0.49, 0.93], [0.94, 0.06, -0.91], [-0.30, -0.29, 1.45], [-0.06, 0.79, -0.75], [-0.51, -1.08, 0.68], [-0.16, 0.15, 0.05], [0.23, 0.63, 1.08], [1.62, 0.88, -0.68], [-0.84, -0.71, 0.25], [0.19, -0.80, 0.47], [0.20, -0.01, -0.55], [-0.67, -0.02, 0.17], [-0.04, 0.28, 0.70], [-0.10, -0.41, 0.03], [-0.27, -0.64, 0.34], [0.08, 0.32, 0.48], [0.28, 0.50, 0.44], [-0.40, 0.52, -0.44], [0.32, 0.30, 0.67], [0.03, -0.60, 0.13], [0.17, 0.48, 0.56], [-0.11, 0.63, -0.26], [0.16, 0.51, 0.33], [-0.33, 0.14, -0.63], [-0.46, -0.52, -0.15], [-0.32, 0.44, -0.29], [-0.42, -0.39, -0.41], [-0.05, 0.22, -0.47], [-0.13, 0.19, -0.19], [0.03, -0.42, -0.26], [-0.04, 0.02, 0.21], [0.05, 0.20, -0.13], [0.11, -0.05, 0.10], [0.02, -0.28, 0.15], [0.04, 0.05, 0.08], [0.07, -0.11, 0.06], [0.03, 0.01, 0.04], [-0.03, -0.07, 0.09], [0.04, 0.26, 0.11], [-0.07, 0.19, -0.04], [0.02, -0.08, -0.15], [0.01, -0.23, 0.04], [0.26, -0.13, -0.02], [-0.25, -0.15, -0.11], [0.42, 0.04, -0.34], [-0.04, -0.09, 0.21], [-0.05, 0.13, -0.12], [-0.02, 0.08, 0.10], [0.16, -0.02, 0.02], [-0.31, -0.25, 0.11], [0.12, 0.08, 0.05], [-0.01, 0.03, 0.04], [0.10, -0.03, 0.07], [-0.25, 0.03, 0.16], [-0.19, -0.08, 0.00], [0.08, 0.04, -0.15], [0.13, -0.08, 0.02], [0.13, 0.26, -0.02]],
  "lowdin_charge": [-0.003, -0.530, 0.075, 0.023, -0.184, -0.202, -0.186, -0.146, -0.412, -0.786, -0.041, -0.085, -0.604, 0.713, -0.661, -0.137, 0.754, -0.446, 0.807, -0.211, -0.463, 0.139, 0.054, 0.083, 0.069, 0.082, 0.113, 0.122, 0.119, 0.110, 0.096, 0.117, 0.116, 0.133, 0.065, 0.086, 0.057, 0.054, 0.078, 0.087, 0.107, -0.068, -0.218, 0.032, -0.604, 0.122, 0.008, -0.108, 0.084, 0.080, 0.068, 0.120, 0.123, 0.096, 0.032, 0.080, -0.068, -0.215, 0.038, -0.605, 0.116, 0.008, -0.045, 0.083, 0.078, 0.074, 0.122, 0.122, 0.089, 0.098, 0.097],
  "total_charge": -1,
  "energy_ha": -5252.1493
}


# 3
{
  "formula": "C21H34BrN7O8P2Ru",
  "method": "ωB97M-V/def2-TZVPD",
  "symbols": ["Ru", "O", "C", "C", "C", "N", "C", "Br", "C", "H", "H", "H", "H", "C", "N", "C", "C", "N", "C", "C", "C", "C", "C", "C", "N", "C", "N", "C", "C", "N", "C", "C", "N", "C", "C", "H", "H", "H", "H", "H", "H", "H", "H", "H", "H", "H", "H", "H", "H", "H", "H", "H", "H", "H", "H", "H", "H", "H", "H", "H", "H", "H", "H", "O", "P", "O", "O", "O", "P", "O", "O", "O", "H", "H"],
  "coordinates": [[0.058, -0.137, -0.244], [-2.913, 5.095, 1.300], [-2.262, 3.961, 1.026], [-1.753, 3.097, 1.997], [-1.103, 1.958, 1.592], [-0.923, 1.618, 0.304], [-1.411, 2.456, -0.612], [-1.148, 1.990, -2.398], [-2.080, 3.623, -0.311], [-2.984, 5.236, 2.252], [-1.857, 3.296, 3.055], [-0.707, 1.282, 2.344], [-2.450, 4.259, -1.101], [4.957, 0.272, 2.250], [3.726, -0.275, 1.702], [3.548, -1.705, 1.889], [2.765, 0.494, 1.163], [1.465, 0.153, 1.263], [0.997, -0.334, 2.508], [1.582, -0.015, 3.735], [1.024, -0.455, 4.923], [-0.162, -1.173, 4.908], [-0.790, -1.441, 3.706], [-0.214, -1.048, 2.497], [-0.856, -1.192, 1.247], [-1.775, -2.182, 1.110], [-1.479, -3.437, 1.471], [-2.464, -4.368, 2.000], [-0.103, -3.913, 1.480], [-2.999, -1.886, 0.665], [-3.460, -0.506, 0.630], [-3.767, -2.801, -0.178], [3.108, 1.662, 0.601], [4.309, 1.819, -0.214], [2.139, 2.737, 0.457], [5.096, -0.125, 3.258], [4.895, 1.356, 2.305], [5.825, -0.005, 1.649], [3.308, -1.943, 2.928], [4.480, -2.202, 1.619], [2.761, -2.070, 1.235], [2.482, 0.587, 3.765], [1.504, -0.215, 5.862], [-0.617, -1.496, 5.835], [-1.748, -1.949, 3.709], [-3.391, -3.847, 2.226], [-2.070, -4.798, 2.922], [-2.669, -5.179, 1.299], [0.498, -3.327, 0.789], [-0.102, -4.949, 1.144], [0.325, -3.863, 2.484], [-3.062, 0.044, 1.478], [-4.548, -0.518, 0.700], [-3.169, -0.027, -0.306], [-3.188, -3.691, -0.387], [-3.966, -2.297, -1.125], [-4.714, -3.068, 0.293], [4.850, 0.883, -0.268], [4.955, 2.599, 0.193], [4.002, 2.096, -1.223], [1.440, 2.722, 1.290], [1.604, 2.659, -0.490], [2.685, 3.680, 0.480], [3.389, -1.207, -1.307], [2.093, -0.829, -2.172], [2.313, -1.023, -3.594], [1.537, 0.469, -1.588], [0.958, -1.840, -1.469], [-0.494, -2.129, -2.259], [-0.909, -3.538, -1.621], [-0.394, -2.167, -3.708], [-1.305, -1.061, -1.529], [3.992, -1.723, -1.859], [-0.802, -4.233, -2.284]],
  "forces_ev_per_a": [[0.34, -0.70, -0.22], [0.00, 0.01, 0.04], [0.07, -0.11, -0.13], [-0.03, 0.03, -0.01], [0.05, -0.12, 0.30], [0.20, -0.31, 0.36], [-0.08, 0.13, -0.28], [-0.07, 0.15, -0.26], [-0.02, 0.04, 0.09], [0.00, 0.00, -0.02], [-0.02, 0.03, -0.01], [-0.05, 0.08, -0.21], [-0.01, 0.01, 0.02], [-0.01, -0.01, -0.04], [0.09, -0.04, -0.10], [0.04, -0.01, -0.04], [-0.07, 0.22, 0.13], [-0.29, -0.07, 0.22], [-0.09, 0.03, -0.05], [0.02, -0.06, -0.01], [0.07, 0.05, 0.04], [-0.09, -0.04, 0.04], [0.04, -0.07, -0.04], [0.05, 0.09, -0.02], [0.23, 0.22, 0.15], [-0.12, 0.06, -0.01], [-0.01, -0.02, 0.00], [0.00, 0.01, -0.03], [0.02, 0.04, 0.02], [0.13, -0.06, -0.10], [-0.07, -0.01, 0.01], [0.01, 0.03, 0.04], [-0.01, -0.13, -0.13], [-0.06, 0.01, 0.04], [0.04, 0.01, 0.00], [-0.01, 0.00, 0.01], [0.00, 0.00, 0.02], [0.00, 0.00, 0.01], [-0.01, 0.01, -0.01], [-0.01, -0.02, -0.01], [-0.03, 0.01, 0.00], [-0.01, 0.00, -0.03], [0.00, 0.01, -0.01], [0.01, 0.00, -0.01], [0.00, -0.01, -0.05], [-0.01, 0.01, 0.00], [0.00, 0.00, 0.00], [-0.01, -0.01, 0.01], [-0.01, 0.00, 0.03], [0.02, 0.01, -0.01], [0.01, 0.00, 0.01], [0.02, 0.00, -0.03], [0.00, 0.01, 0.00], [0.02, 0.00, 0.00], [0.03, -0.03, -0.02], [0.00, 0.00, 0.00], [0.01, 0.01, 0.00], [0.02, -0.06, -0.03], [0.00, -0.01, -0.02], [0.01, 0.00, -0.01], [0.00, -0.03, -0.04], [-0.03, -0.02, -0.03], [0.00, 0.00, -0.01], [-0.04, -0.04, 0.19], [0.04, 0.20, -0.24], [0.09, -0.05, 0.03], [-0.09, 0.47, 0.19], [0.13, -0.34, 0.21], [-0.16, 0.19, -0.21], [0.05, -0.02, 0.12], [-0.04, -0.15, 0.01], [-0.28, 0.31, 0.11], [0.00, 0.02, -0.01], [0.01, 0.02, -0.01]],
  "lowdin_charge": [1.385, 0.119, -0.294, 0.029, -0.123, -0.103, -0.721, 0.936, -0.017, 0.130, 0.129, 0.108, 0.126, -0.031, -0.132, -0.025, -0.385, 0.001, -0.254, -0.030, -0.075, -0.076, -0.023, -0.252, -0.022, -0.383, -0.121, -0.027, -0.020, -0.109, -0.024, -0.026, -0.117, -0.029, -0.027, 0.100, 0.094, 0.100, 0.096, 0.103, 0.081, 0.118, 0.109, 0.109, 0.117, 0.094, 0.102, 0.100, 0.075, 0.103, 0.098, 0.083, 0.102, 0.078, 0.077, 0.106, 0.100, 0.082, 0.099, 0.105, 0.081, 0.074, 0.101, -0.112, 0.233, -0.215, -0.427, -0.366, 0.233, -0.109, -0.215, -0.427, 0.100, 0.102],
  "total_charge": 1,
  "s2": 0.7543,
  "de_lowest_kj_mol": 0.0,
  "energy_ha": -5157.5729,
  "spin_multiplicity": 2
}


What is the formula in the first record? C21H34BF13N2NbO9